{"formula": "C50H71F32N3O19S5", "method": "wB97M-V/def2-TZVPD", "species": ["F", "C", "F", "C", "F", "F", "C", "O", "C", "F", "F", "C", "F", "F", "H", "H", "H", "H", "F", "C", "F", "C", "F", "F", "C", "O", "C", "F", "F", "C", "F", "F", "H", "H", "H", "H", "F", "C", "F", "C", "F", "F", "C", "O", "C", "F", "F", "C", "F", "F", "H", "H", "H", "H", "F", "C", "F", "C", "F", "F", "C", "O", "C", "F", "F", "C", "F", "F", "H", "H", "H", "H", "C", "C", "O", "S", "C", "O", "O", "H", "H", "H", "H", "H", "H", "H", "H", "C", "C", "O", "S", "C", "O", "O", "H", "H", "H", "H", "H", "H", "H", "H", "C", "C", "O", "S", "C", "O", "O", "H", "H", "H", "H", "H", "H", "H", "H", "C", "C", "O", "S", "C", "O", "O", "H", "H", "H", "H", "H", "H", "H", "H", "C", "C", "O", "S", "C", "O", "O", "H", "H", "H", "H", "H", "H", "H", "H", "C", "C", "C", "N", "C", "C", "H", "H", "H", "H", "H", "C", "C", "C", "N", "C", "C", "H", "H", "H", "H", "H", "C", "C", "C", "N", "C", "C", "H", "H", "H", "H", "H"], "positions_angstrom": [[1.51025, -5.76408, 1.86055], [0.27433, -5.19421, 1.82549], [-0.16578, -5.31961, 0.55922], [-0.78467, -5.74150, 2.75438], [-2.08337, -5.39325, 2.37232], [-0.47000, -5.21710, 3.96095], [-0.82288, -7.24056, 2.74688], [-1.13928, -7.72909, 1.44859], [-0.81537, -9.08512, 1.11448], [0.48174, -9.25298, 1.40680], [-1.44572, -9.96049, 1.88363], [-0.97406, -9.47041, -0.38783], [-2.26096, -9.45550, -0.83240], [-0.40492, -8.49139, -1.06563], [0.54861, -4.15688, 2.01731], [-1.54816, -7.55553, 3.49712], [0.08287, -7.69749, 3.14555], [-0.48652, -10.40679, -0.65912], [2.43100, -0.09812, 8.64460], [3.52820, 0.48392, 8.19260], [3.44161, 0.44834, 6.83286], [3.72698, 1.83447, 8.87269], [4.67657, 2.31057, 8.17795], [4.14309, 1.72187, 10.16799], [2.43531, 2.60781, 8.84212], [2.56401, 4.01440, 9.23609], [2.63610, 4.97952, 8.21973], [3.53695, 4.52611, 7.34879], [1.42940, 5.02332, 7.62035], [2.98640, 6.30599, 8.86242], [4.23406, 6.39484, 9.36279], [2.75180, 7.38342, 8.05725], [4.23214, -0.30914, 8.44484], [1.76750, 2.19875, 9.60027], [1.91464, 2.59723, 7.88458], [2.42798, 6.49819, 9.77857], [-0.71334, 0.95486, 2.20929], [0.36408, 1.55414, 1.73841], [1.24566, 1.47509, 2.72907], [0.93039, 1.10593, 0.33705], [1.51230, -0.04905, 0.50929], [1.86151, 2.01883, 0.00425], [-0.20059, 0.98707, -0.62204], [-1.26785, 0.17968, -0.19445], [-2.56589, 0.59438, -0.45642], [-2.73291, 1.71937, 0.23484], [-2.70617, 0.95015, -1.78675], [-3.63771, -0.43964, 0.01764], [-4.92016, -0.03914, -0.18383], [-3.57328, -1.64101, -0.60548], [-0.07868, 2.54632, 1.65106], [-0.04911, 0.49587, -1.58322], [-0.51142, 2.02000, -0.77867], [-3.37137, -0.48471, 1.07363], [0.07856, -2.35226, -13.38293], [-0.58774, -1.24805, -13.25814], [-1.58400, -1.46913, -12.42934], [0.28693, -0.00085, -12.79550], [-0.43705, 1.17141, -12.84952], [1.19594, 0.15842, -13.71390], [0.83685, -0.15884, -11.39686], [-0.13881, -0.08369, -10.33638], [0.30180, -0.46097, -9.02093], [0.84646, -1.71049, -8.96027], [1.32948, 0.35853, -8.66628], [-0.97825, -0.13560, -8.13469], [-0.97515, -0.79820, -7.03635], [-1.07921, 1.20524, -8.05904], [-1.07127, -1.08326, -14.22102], [1.67094, 0.51598, -11.20444], [1.40264, -1.08679, -11.47997], [-1.70747, -0.67658, -8.73777], [-6.95621, -8.92142, 4.26164], [-6.77254, -7.63956, 3.48183], [-8.14889, -7.18542, 3.35425], [-8.42135, -5.58041, 3.11292], [-9.44619, -5.36167, 4.59088], [-7.14943, -4.82229, 3.21575], [-9.22613, -5.31252, 1.92962], [-7.39987, -9.75378, 3.71533], [-7.59780, -8.94178, 5.14257], [-5.94565, -9.28478, 4.44829], [-6.15040, -6.98493, 4.09215], [-6.23690, -7.78679, 2.54401], [-8.79015, -5.34842, 5.46124], [-10.15342, -6.16473, 4.79831], [-9.89092, -4.36787, 4.53929], [2.94079, 9.87860, -3.94027], [2.04321, 9.08248, -2.88297], [2.48603, 9.41395, -1.62425], [1.36655, 10.13232, -0.51577], [1.31193, 8.57123, 0.48625], [2.08286, 11.23633, 0.24190], [0.04724, 10.24675, -1.14485], [2.56422, 10.90095, -3.97330], [3.00026, 9.35642, -4.89520], [3.89973, 10.04521, -3.44961], [0.98957, 9.32557, -3.02032], [2.28635, 8.03128, -3.03772], [2.25759, 8.08179, 0.71926], [0.65430, 7.97182, -0.14330], [0.71219, 8.73215, 1.38208], [12.01023, 4.42959, -4.37808], [10.91324, 5.41681, -4.63823], [9.87190, 5.14739, -3.67077], [8.34575, 4.69812, -4.18505], [7.88647, 3.35293, -3.10045], [7.49137, 5.87191, -3.97641], [8.45343, 4.15313, -5.54719], [11.74623, 3.51115, -4.90235], [12.19373, 4.32565, -3.30867], [12.87832, 4.83046, -4.90136], [11.48167, 6.30580, -4.36491], [10.54488, 5.40176, -5.66399], [8.43232, 2.58037, -3.64202], [6.82383, 3.14293, -3.22221], [8.22753, 3.49291, -2.07470], [-7.05381, -2.15244, -6.71024], [-6.55108, -3.41220, -6.04444], [-5.18264, -3.47176, -6.33038], [-4.36138, -4.95381, -6.10355], [-4.10775, -5.08741, -4.31235], [-5.23904, -6.06842, -6.54619], [-3.07043, -5.01709, -6.80448], [-8.11384, -1.90773, -6.77779], [-6.77024, -2.20928, -7.76117], [-6.47326, -1.28489, -6.39651], [-6.87334, -3.36044, -5.00445], [-7.12068, -4.26707, -6.40894], [-5.04213, -5.08019, -3.75112], [-3.36964, -4.35665, -3.98178], [-3.55638, -6.02503, -4.24199], [-4.50920, 4.60926, 6.44933], [-5.29468, 5.57585, 5.53575], [-5.79037, 4.89857, 4.43136], [-5.63258, 5.70917, 3.01429], [-6.95575, 4.73188, 2.08728], [-5.95581, 7.13488, 3.16597], [-4.30371, 5.42294, 2.44153], [-4.11788, 5.16883, 7.29893], [-3.67235, 4.17562, 5.90183], [-5.05876, 3.77136, 6.87828], [-6.05313, 6.04197, 6.16469], [-4.57846, 6.37880, 5.36135], [-6.70704, 3.67083, 2.10737], [-7.08298, 5.07362, 1.06009], [-7.81033, 4.96490, 2.72249], [3.62784, -5.13363, -3.34348], [4.57753, -4.83574, -2.36448], [5.79163, -5.61610, -2.37978], [6.04929, -6.65182, -3.22732], [5.06832, -6.97121, -4.09621], [3.87122, -6.23957, -4.20543], [2.71504, -4.55961, -3.40439], [4.54390, -3.86515, -1.89201], [6.50205, -5.35574, -1.60912], [5.27178, -7.82732, -4.72238], [2.97951, -6.57134, -4.71649], [-5.46049, -0.57615, 6.60007], [-5.09897, -0.85014, 7.86459], [-6.09316, -0.94294, 8.83217], [-7.35516, -0.78019, 8.54645], [-7.65664, -0.38633, 7.25623], [-6.74586, -0.39682, 6.21385], [-4.65234, -0.42404, 5.89995], [-4.04387, -0.86776, 8.09449], [-5.82016, -1.19351, 9.84661], [-8.71840, -0.24427, 7.11874], [-7.07410, -0.12978, 5.22020], [10.17149, 2.32496, 1.45479], [8.93434, 2.44268, 2.10753], [7.98229, 1.41727, 1.93177], [8.25389, 0.25554, 1.25438], [9.47571, 0.19086, 0.62420], [10.48872, 1.10118, 0.86693], [10.96538, 3.05037, 1.35525], [8.72996, 3.21590, 2.83331], [7.05737, 1.39897, 2.48908], [9.65007, -0.69606, 0.03312], [11.42671, 0.94951, 0.35355]], "atomic_forces_ev_per_a": [[-0.5, -1.2, 0.7], [0.8, 1.9, -1.7], [-0.2, 0.1, -0.3], [-0.5, -0.8, -0.7], [1.6, 0.7, 0.5], [-0.7, -0.4, 0.2], [0.3, -2.0, 1.3], [-0.4, -1.6, -1.3], [0.3, 1.9, 1.0], [1.0, -0.2, -0.2], [-1.0, -0.4, 0.5], [-1.0, 1.2, -0.1], [-0.1, -0.6, 0.9], [1.3, 1.0, -0.8], [-0.9, 0.3, 0.2], [-0.6, 0.1, -0.2], [0.5, 0.4, -0.4], [-0.2, -0.2, 0.5], [-2.7, -0.3, 0.8], [0.7, -3.1, 0.4], [0.0, 1.3, 0.3], [-2.3, -1.3, 0.4], [3.4, 2.6, -1.8], [-0.1, -0.4, -0.3], [-1.0, 2.0, 0.3], [0.4, 0.3, 0.2], [-0.1, -2.9, 1.2], [0.3, 0.8, -1.1], [0.1, 0.6, -0.4], [-0.6, 2.1, 1.9], [0.9, -0.6, -1.0], [0.3, -0.9, -0.4], [1.3, 0.9, 0.1], [0.1, -0.1, -0.1], [0.3, -0.4, -0.1], [-1.0, -0.6, -0.3], [-1.6, -2.5, 0.2], [-0.6, 2.3, -0.4], [1.4, 0.1, 0.0], [-1.5, -0.1, 2.6], [1.4, -2.1, 0.0], [-0.2, 0.2, -0.6], [-1.2, 1.0, -2.4], [-2.0, -1.6, 1.0], [1.4, 0.4, -1.5], [-1.0, 0.9, 0.4], [0.0, -0.5, 0.8], [0.3, -0.2, -0.2], [0.9, 0.7, 0.3], [0.8, 0.5, 0.3], [1.2, 0.9, -0.4], [1.5, 0.7, -0.2], [-0.3, 0.1, -0.3], [-0.6, -0.7, 0.3], [2.2, -1.9, 0.2], [-1.2, 2.8, -1.4], [-1.3, -0.1, 1.9], [-2.8, 0.0, 1.2], [-0.6, -0.7, 0.1], [2.2, -0.2, -1.0], [1.6, -0.4, 0.6], [0.9, -1.3, 0.6], [0.6, 1.8, -1.5], [-1.3, 0.7, -0.1], [0.0, -0.1, 0.1], [1.0, -1.5, -4.6], [0.6, -0.3, 3.5], [-0.3, -0.7, 0.6], [0.3, 0.8, -0.4], [-0.4, 0.8, -0.2], [-0.5, -0.8, 0.6], [-1.1, 1.2, -0.3], [0.7, -1.6, -0.6], [-0.6, -0.7, 1.3], [0.4, 2.1, -1.1], [0.9, 1.1, -0.3], [0.7, 0.5, 0.3], [-2.4, -1.8, 0.2], [0.9, -1.0, 1.6], [-0.1, 0.3, -0.8], [0.5, 0.9, 0.3], [0.0, -0.1, 0.6], [-0.4, 0.5, -0.1], [-0.5, 0.0, -0.2], [0.4, 0.0, -0.2], [-0.1, 0.1, -0.8], [-0.2, -0.2, -0.2], [-1.0, 0.0, 1.9], [1.1, 0.5, -3.0], [-1.1, 2.2, 3.2], [2.3, -0.3, 1.5], [-1.2, 0.8, -0.2], [-2.5, -3.4, -2.9], [2.2, 0.5, 0.8], [-0.3, -0.1, -0.7], [0.0, 0.3, 0.1], [0.3, -0.6, -0.3], [0.0, -0.3, 0.0], [-0.5, -0.2, 0.1], [0.0, 0.5, -0.3], [0.4, -0.3, -0.1], [0.3, 0.4, 0.1], [-0.1, -0.8, -1.4], [0.8, -0.3, 0.8], [-2.0, -0.6, -0.2], [-0.1, 2.6, -1.6], [1.0, 0.0, -0.8], [1.2, -2.0, -0.1], [0.0, 0.6, 2.1], [0.3, -0.5, 0.6], [0.0, -0.2, -0.2], [0.4, -0.2, 0.2], [-1.4, 1.0, -0.1], [0.0, 0.2, 0.2], [0.0, -0.5, 0.6], [0.1, 0.4, 0.1], [-0.2, 0.1, -0.2], [0.9, 0.7, -1.6], [-2.7, 0.1, 0.1], [2.7, -2.1, 0.5], [-0.8, -2.6, -2.3], [0.7, 0.2, -0.8], [0.8, 2.7, 1.5], [-2.0, 1.8, 1.7], [0.0, -0.4, 0.8], [0.0, -0.2, -0.3], [-0.3, 0.1, 0.5], [1.0, 0.0, 0.6], [0.4, -0.3, -0.4], [0.1, 0.0, -0.2], [-0.4, 0.4, -0.1], [-0.5, -0.3, 0.0], [0.0, -0.1, -0.3], [1.5, 0.1, 3.3], [-0.5, 0.6, -2.2], [1.4, 0.3, -1.8], [0.8, 1.0, 1.4], [-0.1, -2.6, 0.1], [-2.3, 0.2, 1.1], [0.1, 0.1, -0.1], [0.1, 0.1, 0.0], [-0.4, 0.1, -0.2], [-0.6, -0.1, -0.5], [-0.1, 0.0, -0.9], [0.2, 0.2, 0.2], [0.3, 0.3, 0.3], [-0.3, -0.3, -0.4], [1.2, -1.2, 0.1], [1.5, -0.7, -2.1], [-1.7, 0.1, -0.6], [-0.9, 1.3, 1.0], [-0.4, 1.1, 0.4], [-0.4, 0.4, 1.7], [-0.1, 0.0, -0.2], [-0.1, -0.3, 0.8], [0.5, -0.3, -0.2], [-0.1, -0.1, -0.1], [0.4, -0.3, -0.8], [2.0, 0.3, -1.9], [0.5, 0.2, 1.4], [0.9, -0.5, -0.1], [-1.1, 1.3, -1.5], [-0.2, -1.7, 1.4], [-2.0, 0.9, 0.8], [0.0, -0.2, -0.4], [0.0, -0.3, 0.3], [-0.1, 0.0, 0.3], [-0.1, 0.2, -0.3], [0.2, -0.1, -0.1], [0.0, -1.1, 0.4], [0.0, -0.6, -0.5], [1.9, -1.7, 0.0], [0.8, 1.8, -0.9], [-1.5, -0.3, 2.1], [-0.9, 0.6, -1.5], [-0.3, 0.5, 0.8], [-0.1, 0.4, -0.4], [-0.2, 0.2, -0.1], [0.0, -0.1, 0.0], [0.2, 0.1, 0.1]], "e_tot_ev": -237498.131, "smiles": "FC(F)C(F)(F)COC(F)(F)C(F)F.FC(F)C(F)(F)COC(F)(F)C(F)F.FC(F)C(F)(F)COC(F)(F)C(F)F.FC(F)C(F)(F)COC(F)(F)C(F)F.CCOS(C)(=O)=O.CCOS(C)(=O)=O.CCOS(C)(=O)=O.CCOS(C)(=O)=O.CCOS(C)(=O)=O.c1ccncc1.c1ccncc1.c1ccncc1", "multiplicity": 1, "largest_force_ev_per_a": 5.071, "mol_weight_g_mol": 1786.4}

{"formula": "C5H11AlFO8P", "method": "wB97M-V/def2-TZVPD", "species": ["Al", "P", "O", "O", "O", "O", "C", "O", "H", "H", "H", "F", "C", "C", "O", "C", "O", "O", "C", "H", "H", "H", "H", "H", "H", "H", "H"], "positions_angstrom": [[-2.90342, -0.31683, 0.00904], [-2.78739, -2.44298, 2.46148], [-2.48046, -0.95631, 2.68316], [-1.94927, -2.93963, 1.23709], [-4.16167, -2.36339, 1.84759], [-2.70922, -3.39108, 3.69041], [-1.13220, 3.41599, -1.31316], [-1.58398, 2.28259, -0.65918], [-1.61495, 3.67664, -2.25503], [-1.28087, 4.35628, -0.78227], [-0.06353, 3.44978, -1.52502], [-3.41450, -2.53435, -1.93562], [2.76798, 2.18146, -1.30200], [2.16015, 1.48400, -0.04663], [2.20180, 0.12357, -0.18040], [1.19961, -0.65305, 0.01642], [-0.01846, -0.39395, 0.04043], [1.71351, -1.92715, 0.19147], [1.00780, -3.11973, 0.34542], [3.70888, 1.74134, -1.63231], [2.93246, 3.25280, -1.18680], [1.94282, 2.02562, -1.99693], [1.14447, 1.83811, 0.12974], [2.77703, 1.64818, 0.83689], [0.57276, -3.45954, -0.59445], [0.32726, -3.05911, 1.19471], [1.64327, -3.91935, 0.72608]], "atomic_forces_ev_per_a": [[0.5, -0.6, -0.3], [1.8, -2.1, 1.6], [0.3, 0.4, 0.1], [-0.9, 0.3, 0.8], [-1.6, -0.1, -1.2], [0.2, 1.8, -1.8], [-0.8, -1.0, 0.8], [0.3, 0.6, -0.4], [-0.4, -0.3, -0.9], [-0.2, 0.6, 0.9], [0.9, -0.3, -0.3], [0.2, 0.8, 0.5], [-1.1, -0.7, 0.6], [0.6, 2.7, 0.4], [1.7, -1.4, -0.9], [-5.3, -2.9, 0.6], [3.6, -0.4, 0.0], [1.7, 2.0, -0.4], [-1.2, -0.6, 0.9], [-0.2, -0.3, 0.0], [-0.2, 0.0, 0.3], [0.5, 0.2, -0.7], [-0.2, 0.0, -0.1], [0.0, 0.5, 0.2], [-0.4, 0.2, 0.2], [-0.8, 0.3, -0.7], [1.0, 0.3, -0.5]], "multiplicity": 1, "largest_force_ev_per_a": 6.029, "charge": -2, "relative_energy_kcal_mol": 147.7, "mol_weight_g_mol": 276.1}

{"formula": "C7H11N4O", "method": "wB97M-V/def2-TZVPD", "species": ["O", "C", "N", "C", "C", "N", "C", "N", "C", "C", "N", "C", "H", "H", "H", "H", "H", "H", "H", "H", "H", "H", "H"], "positions_angstrom": [[0.19912, 2.19206, 0.50985], [-0.16700, 1.03652, 1.11076], [0.15726, 0.93272, 2.47281], [0.46915, -0.44439, 2.79586], [1.22881, -0.94064, 1.55552], [0.50346, -0.29125, 0.47589], [0.28318, -0.90732, -0.64571], [-0.39108, -0.47803, -1.70905], [-1.16691, 0.65903, -1.95285], [-1.61517, 0.54577, -3.22317], [-1.13657, -0.61173, -3.80279], [-0.42997, -1.20149, -2.92543], [1.03112, 2.54606, 0.85200], [-1.23635, 0.86398, 0.93120], [0.88819, 1.57659, 2.75679], [-0.46154, -1.00512, 2.91956], [1.04837, -0.51244, 3.71254], [2.26363, -0.57807, 1.56450], [1.22792, -2.02342, 1.45154], [0.76306, -1.87420, -0.78102], [-1.30644, 1.43460, -1.23167], [-2.25450, 1.20315, -3.77852], [0.10225, -2.12236, -3.05862]], "atomic_forces_ev_per_a": [[0.0, 0.0, -0.3], [-0.6, -0.3, -0.3], [0.3, 0.2, 0.3], [0.0, -0.3, -0.2], [0.4, -0.3, 0.6], [-0.4, 0.1, -0.2], [0.7, 0.3, 0.5], [-0.3, 0.0, -0.5], [-0.4, 0.5, -0.2], [0.1, 0.1, 0.6], [0.0, -0.4, -0.4], [0.0, -0.1, 0.1], [0.0, -0.1, 0.0], [0.2, 0.1, -0.1], [-0.1, 0.0, -0.1], [0.1, 0.0, 0.0], [0.0, 0.0, 0.0], [-0.1, -0.1, 0.0], [0.0, 0.0, -0.1], [-0.1, 0.0, 0.0], [0.0, 0.1, 0.2], [-0.1, 0.2, 0.0], [0.2, -0.3, 0.1]], "smiles": "O[C@@H]1NCC/[N+]1=C/n1ccnc1", "multiplicity": 1, "largest_force_ev_per_a": 0.884, "charge": 1, "relative_energy_kcal_mol": 28.4, "mol_weight_g_mol": 167.2}